162
Properties=species:S:1:pos:R:3 method="wB97M-V/def2-TZVPD" multiplicity=3 s2=2.007 gap_ev="4.285 / 0.737" max_force_ev_per_a=4.3 e_lumo_ev="-4.716 / -8.265" energy_ha=-3344.9756 charge=+1 relative_energy_kcal_mol=252.0
Pd 7.72130 -5.18011 3.82498
F 4.49135 -0.27753 3.62520
F 4.81579 -2.53715 3.50551
F 3.35533 -1.66636 4.96750
F 2.83741 -1.57190 2.74363
O 6.69396 -4.60173 6.59079
O 1.21854 6.88986 0.12747
O 7.52477 -7.02940 0.64886
O -2.75172 4.10145 7.22347
O -7.70739 7.74215 8.90956
O 6.54982 5.90646 9.84634
O -2.29806 -5.82637 1.25983
O 8.44650 -5.54764 -5.69473
O 4.31025 -4.50778 -4.15803
O -0.30788 -1.66667 11.00466
O 8.80581 -2.69332 3.32558
O 4.51791 -9.95405 -0.00500
N 5.64496 -5.92654 -6.14361
N 4.19080 4.75613 0.82483
N 0.40285 -5.59159 3.61132
N 6.74679 3.47370 7.01521
N -4.22940 6.73987 8.02607
N 9.02121 -3.43188 6.02640
N 5.16596 -7.62875 1.82500
C 10.13870 -2.68633 5.42899
C 6.06219 -5.62728 7.36023
C 3.74430 -3.26565 -3.95529
C 4.40493 -6.43256 -5.57137
C -0.94365 -5.48276 3.21607
C 7.51238 6.78128 10.47483
C 2.33514 6.40081 0.87885
C -0.94040 -5.47323 1.65896
C 8.05216 -2.57170 6.68959
C -2.46924 -6.08646 -0.07430
C 3.53719 -5.27385 -5.09077
C 9.80591 -5.14876 -5.91573
C 4.06207 -9.85851 1.31718
C 1.45339 -3.07018 11.72977
C -8.04443 7.05563 10.10721
C 8.73343 -6.97848 -0.16219
C 2.09260 3.92659 0.12945
C 2.98535 5.18332 0.21022
C -4.12150 5.41753 8.68539
C 7.15253 -3.50329 7.49667
C 6.09494 4.23801 8.08539
C 8.03694 -6.44736 -6.69665
C 8.31129 -2.02069 2.22843
C 5.11663 -7.17379 0.44609
C 3.55228 -10.32359 -1.00416
C 0.58067 8.10408 0.51914
C 7.03120 5.38512 8.60525
C -1.72940 -4.26995 3.77758
C -6.62793 7.17956 8.12856
C -5.21589 7.64897 8.62065
C 5.83626 3.15797 9.13828
C -2.73668 4.75909 8.49641
C 0.82595 -2.40775 10.49530
C 6.61130 -6.99203 -6.36946
C -1.44146 3.58759 6.95126
C 5.24956 -9.07251 1.99523
C 9.64834 -1.93344 4.16655
C 6.47241 -7.40599 -0.24167
B 3.85437 -1.53978 3.66407
H 3.91586 -7.03967 -6.33316
H 9.14086 -1.06682 4.59026
H 4.32710 -7.67304 -0.11559
H -0.28096 -6.15957 1.12775
H -2.61877 -3.97147 3.22256
H -6.68260 6.09254 8.06935
H 9.93116 -4.38069 -6.67894
H 4.30079 -7.32192 2.24625
H 3.37187 -4.77619 -6.04634
H -2.07058 -5.31229 -0.72992
H 2.69354 -3.31985 -3.67062
H 2.54053 3.11658 -0.44617
H -5.13549 7.67669 9.70733
H 3.20558 5.42115 -0.83047
H 5.88749 -6.47862 6.70235
H -5.02498 8.65087 8.23615
H 5.17692 -5.25716 7.87734
H 6.24002 -7.73744 -7.07276
H 6.72219 2.65481 9.52566
H 0.01432 -1.02123 11.63806
H 10.50765 -5.96278 -6.09748
H 0.82062 -3.88335 12.08535
H 5.07936 2.46089 8.77870
H 10.57227 -1.53598 3.74646
H 6.15113 2.81720 6.53115
H 1.68409 -2.33329 12.49910
H 7.96726 -1.02172 2.49639
H -2.63410 4.03289 9.30278
H -8.33764 6.00581 10.10529
H 0.73489 -4.66388 3.83308
H 9.52705 -3.91635 6.75408
H 0.53636 -3.19999 9.80496
H 6.52688 -6.90781 -1.20964
H 0.08146 7.95276 1.47621
H 6.01288 -5.22239 -5.51997
H -1.99343 -4.53724 4.80078
H 5.16569 4.72603 7.79137
H -1.92920 -6.99343 -0.34605
H 3.98999 -10.37274 -2.00122
H 8.74487 -7.26030 -6.85809
H 8.00511 7.54886 9.87805
H 5.35400 3.73397 9.92805
H -4.46171 6.66345 7.04612
H -1.10179 2.78857 7.61026
H 8.44951 -1.95218 7.49360
H 3.90954 -10.85865 1.72281
H 6.58518 -8.44131 -0.56336
H 10.15292 -4.56608 -5.06240
H -1.88556 5.41732 8.67085
H 1.97579 3.41114 1.08274
H 2.42443 -3.47908 11.45047
H 6.73778 -6.01716 8.12158
H 3.46648 -11.40104 -0.86335
H 8.00884 4.94175 8.79427
H 9.12477 -2.04637 1.50339
H 11.00596 -3.28877 5.15873
H 6.73702 -7.43633 -5.38211
H 10.65026 -1.96745 6.06901
H 8.21738 6.20446 11.07346
H 1.11701 4.17128 -0.29058
H 3.83585 -2.59640 -4.81076
H 9.53311 -6.47007 0.37645
H 7.22208 3.99211 6.29032
H 4.05678 4.11691 1.59524
H -7.20828 7.22797 10.78488
H 9.07948 -7.96360 -0.47505
H 1.93431 6.26324 1.88310
H 7.04815 6.21040 7.89340
H 8.70093 -6.42030 -1.09787
H -1.55480 3.12060 5.97291
H -1.46657 -6.39426 3.50560
H -0.64911 4.30847 6.74973
H 4.34624 -2.75171 -3.20585
H -0.71906 -4.45504 1.33895
H 1.30622 8.90755 0.64614
H 3.05458 7.21587 0.95744
H -4.97258 4.80870 8.38031
H 3.13778 -9.31925 1.52455
H 1.47165 -1.76654 9.89525
H 7.04816 7.35249 11.27877
H 7.69868 -3.82765 8.38246
H 0.31690 -5.93228 4.55823
H -6.79232 7.50264 7.10061
H 4.76854 5.53924 1.09507
H 6.26096 -9.44788 1.83947
H 7.41192 -1.94141 6.07240
H 2.63706 -9.73435 -0.94697
H -8.75946 7.79415 10.46975
H 4.51032 -7.10894 -4.72315
H 6.27512 -2.95849 7.84517
H 2.59347 -5.58618 -4.64361
H 7.97000 -5.94019 -7.65915
H -1.07016 -3.40652 3.86699
H 4.85758 -6.11567 0.48319
H -4.32834 5.50420 9.75206
H -3.52077 -6.23169 -0.32187
H -0.04920 8.47884 -0.28766
H 7.38760 -2.48852 1.88780
H 5.13651 -9.18888 3.07309

---

24
Properties=species:S:1:pos:R:3 method="wB97M-V/def2-TZVPD" multiplicity=1 gap_ev=4.156 max_force_ev_per_a=0.5 e_lumo_ev=2.494 energy_ha=-730.4358 charge=-1
Te 2.11633 -1.58521 4.06654
N -1.05443 1.00541 0.55777
N -0.91340 -0.36977 -1.44136
N 0.37878 -0.96863 0.54146
N 0.97611 1.00430 -0.76545
C -1.77353 0.46226 -0.59015
C -0.38450 -1.45576 -0.62470
C -0.52413 -0.09543 1.34829
C 0.06999 1.80226 0.06550
C 0.21329 0.45848 -1.88468
C 1.47981 -0.09797 0.04140
Li 1.21647 -2.20320 1.90039
H -0.31479 2.63606 -0.52693
H -1.21057 -2.06966 -0.25733
H 0.27769 -2.07825 -1.23230
H 0.87601 -0.15056 -2.50415
H -0.17372 1.28190 -2.48987
H -1.33784 -0.71617 1.72866
H -2.16916 1.28543 -1.18997
H 0.62614 2.19379 0.91783
H 2.15857 -0.71456 -0.55284
H 0.05870 0.25771 2.20327
H 2.01620 0.26322 0.92190
H -2.60803 -0.14565 -0.23328

---

58
Properties=species:S:1:pos:R:3 method="wB97M-V/def2-TZVPD" multiplicity=1 gap_ev=6.592 max_force_ev_per_a=6.0 e_lumo_ev=-2.223 smiles="CCOCc1cc(PP(=O)(O)O)cc2nsnc12.O=C1C=C(O)C(=O)C=C1O.O=C1C=C(O)C(=O)C=C1O" energy_ha=-2905.1139 charge=0
S 5.29246 1.74281 -7.52602
P 1.10939 2.68020 -1.66020
P -0.71207 2.22490 -2.80826
O -5.71637 -6.28310 8.19482
O -3.15887 0.20449 4.69786
O -0.93499 0.83892 0.57298
O -1.97178 2.77942 -2.01020
O -7.35516 -7.02176 6.12066
O -5.67458 -3.69871 3.20591
O 7.49447 3.43044 -2.16757
O -3.97412 -3.01870 5.25047
O -5.18432 -0.92338 3.22827
O -0.84898 0.47821 -2.95263
O -0.71204 2.96782 -4.42032
O -2.99856 -0.20760 -0.90344
N 6.02955 2.55847 -6.13892
N 3.66373 1.35608 -6.91652
C 6.74741 4.01102 -3.29409
C 5.24618 3.39034 -3.52620
C 4.98861 2.65294 -5.00511
C 2.61036 2.68571 -2.87776
C -3.07241 0.10969 3.32103
C -4.14575 -0.58628 1.13051
C -5.66341 -5.62935 6.97745
C -1.91497 0.45258 1.20110
C -4.21904 -0.50658 2.59777
C 2.43619 1.95295 -4.37101
C 7.85670 1.21218 -3.52818
C -3.07287 -0.13826 0.47564
C -4.80792 -4.62615 6.77158
C -1.99812 0.55450 2.66622
C -6.59301 -6.08480 5.90762
C 4.01756 3.40761 -2.41289
C -5.70832 -4.37095 4.41383
C -6.56135 -5.37647 4.61876
C 7.41526 1.96174 -2.13776
C -4.75920 -3.93327 5.47460
C 3.61109 1.92128 -5.51409
H 6.36340 1.56200 -1.73925
H -4.97463 -3.01731 3.30605
H -6.41222 -6.96857 8.09273
H -1.15664 1.00256 3.17953
H 7.32238 3.97851 -4.32604
H 8.19772 1.60717 -1.30877
H 0.93552 4.00832 -1.05582
H 4.22246 3.91831 -1.37983
H 8.25439 1.92111 -4.37116
H -0.56970 2.20085 -5.07039
H -2.12610 0.17787 -1.13737
H -4.12505 -4.28630 7.53964
H 1.41974 1.42953 -4.62047
H 6.59467 5.16920 -3.05067
H -4.02867 -0.18645 4.93214
H -4.99355 -1.02013 0.61597
H 6.87719 0.66866 -3.94097
H 0.06181 0.04908 -2.83312
H 8.63164 0.32304 -3.34388
H -7.25512 -5.70639 3.85576

---

56
Properties=species:S:1:pos:R:3 method="wB97M-V/def2-TZVPD" multiplicity=1 gap_ev=9.479 max_force_ev_per_a=0.7 e_lumo_ev=0.625 smiles="CCO[C@@H]1OC(C(=O)N2CCOCC2)=C[C@H](c2ccc(Br)cc2)[C@H]1CCCO" energy_ha=-3821.9647 charge=0 relative_energy_kcal_mol=0.0
Br 7.07913 1.81322 -0.33575
O 0.38567 -5.60807 0.89172
O -1.44618 2.35941 2.55065
O -2.90475 4.68629 -1.12575
O -1.31470 -0.09482 0.10552
O -1.14507 -1.94193 -1.21177
N -2.48789 2.45924 0.55670
C -2.09387 3.61305 -1.53940
C 4.22614 1.78749 -0.41076
C 3.96688 -0.49663 1.13694
C 1.45408 -0.40600 0.95930
C -0.71711 0.80739 0.93833
C 0.52888 0.69047 1.39513
C -1.57589 1.94297 1.41108
C 0.87386 -1.09811 -0.28838
C 5.34596 1.13210 0.07215
C 0.60312 -4.63830 -0.10525
C -2.85687 4.84963 0.27528
C -0.63017 -1.33021 -0.08440
C -2.44997 -2.49431 -1.09199
C 1.63234 -2.37730 -0.66281
C -3.30536 3.57529 0.99629
C 2.97346 1.28561 -0.11276
C 5.22826 -0.00816 0.84655
C -2.52896 2.29687 -0.87914
C 2.82775 0.14003 0.66158
C -3.57112 -1.47351 -1.24664
C 1.54751 -3.52350 0.35416
H -1.04139 3.81678 -1.28377
H -4.35006 3.35974 0.75066
H -3.18747 3.68245 2.07482
H 1.54472 -1.13503 1.77330
H -4.52824 -1.98854 -1.24018
H 2.09496 1.79491 -0.48079
H 1.19742 -3.16441 1.32325
H -3.56130 2.07415 -1.17150
H 2.67672 -2.09458 -0.80991
H 6.11001 -0.50633 1.21922
H -0.38038 -4.22782 -0.33416
H 4.33410 2.67832 -1.01016
H 0.95966 -0.40862 -1.13611
H -3.45968 -0.94250 -2.18838
H -1.88589 1.48195 -1.19901
H 2.54149 -3.95316 0.50732
H -1.83271 5.10156 0.58974
H 1.22867 -6.01616 1.11946
H -3.54774 -0.75342 -0.43399
H 3.87210 -1.38452 1.74459
H 1.24623 -2.72603 -1.62146
H -2.19742 3.55151 -2.62390
H -0.81030 -1.94732 0.81799
H 1.00029 -5.10475 -1.01846
H 0.90052 1.42575 2.08927
H -2.50456 -3.23333 -1.89632
H -2.54266 -3.01068 -0.12635
H -3.52218 5.68186 0.50823

---

32
Properties=species:S:1:pos:R:3 method="wB97M-V/def2-TZVPD" multiplicity=1 gap_ev=6.560 max_force_ev_per_a=5.1 e_lumo_ev=-0.842 energy_ha=-3473.6233 charge=0
Ce -0.04550 0.19740 0.13824
Se 0.65480 3.09475 0.42653
N -0.94489 -1.15981 1.18621
C -0.49352 0.91675 -2.35277
C 0.89152 0.57146 -2.29587
C -1.24995 -0.28386 -2.19996
C 0.29364 3.11192 2.24782
C 1.40914 -1.49364 0.98955
C -1.00079 2.80889 2.71786
C 0.98978 -0.83881 -2.08584
C 1.31534 3.42345 3.16819
C -1.26794 2.86184 4.08215
C 1.02854 3.47637 4.52364
C -0.33550 -1.36543 -2.02453
C 2.27508 -0.44996 1.00357
C -0.26556 3.20609 5.00788
C 1.21216 -2.82151 0.99648
H 2.32586 3.62409 2.79652
H 1.91754 -1.41276 -1.98691
H -0.89570 1.92952 -2.45017
H -0.48659 3.26829 6.07161
H -2.34177 -0.36028 -2.20761
H 2.94994 -0.23180 0.16384
H 1.73009 1.26831 -2.34607
H 0.22605 -3.26209 0.80993
H -2.27802 2.63921 4.44099
H -1.78606 2.53318 2.00347
H 2.46218 0.15273 1.89461
H 2.01024 -3.57287 1.13100
H 1.81912 3.74029 5.23652
H -0.59264 -2.42060 -1.88504
H -1.73612 -1.61614 1.67236

---

110
Properties=species:S:1:pos:R:3 method="wB97M-V/def2-TZVPD" multiplicity=2 s2=0.770 gap_ev="6.538 / 5.602" max_force_ev_per_a=0.5 e_lumo_ev="-5.807 / -6.743" energy_ha=-7663.7181 charge=+2 relative_energy_kcal_mol=10.6
Tc -0.83513 0.19152 0.26836
As -3.23063 0.42199 0.94385
Ge 1.67898 -1.10624 -2.48075
S -1.09598 -1.89159 1.26909
S -1.31773 1.97956 -1.27954
O 6.41613 -1.11569 4.11010
O 1.04661 -0.42378 -0.69334
O 2.15099 1.52918 -0.60788
O 4.93579 -2.61668 4.57010
N 5.36190 -1.68265 3.92739
N 0.17631 3.76986 0.02203
N 0.08527 3.89783 -2.31781
C 1.83446 -3.57973 -6.20505
C -5.31946 0.76658 -2.63334
C -3.05440 2.86706 2.41147
C -0.26248 -4.80194 -1.78528
C 5.73476 -0.03647 -2.10704
C -6.25560 1.76016 -2.37111
C -3.72479 3.18352 4.69685
C -4.44779 1.02504 -0.41162
C 4.38205 -0.00191 -2.40764
C -4.03974 1.04012 3.64872
C 4.86918 0.01008 2.20775
C 6.28604 -1.17172 -1.52595
C 0.08148 1.57924 5.27592
C -5.38305 2.01599 -0.14382
C 1.74556 -2.93609 -5.00320
C 0.54995 -5.42412 -5.35571
C 5.49086 -2.27844 -1.25790
C 0.30850 -3.52515 -1.60640
C 3.57299 -1.10372 -2.13361
C 1.22081 -4.83542 -6.38844
C -3.48762 1.54493 2.47840
C 2.03140 0.40450 -0.19151
C 0.92388 -2.87223 -2.64099
C 1.93026 2.64451 4.13613
C 4.49565 -1.16035 2.84389
C -5.14559 -1.68605 1.55577
C 0.88914 4.99100 0.38882
C -3.17761 3.68621 3.52200
C 0.24744 1.47201 2.88552
C -0.20562 -5.40641 -3.00645
C 2.88388 -0.18312 0.86771
C 1.03729 -3.50705 -3.91717
C 1.43337 2.22053 2.91882
C -3.14540 -3.61453 1.80049
C 2.54862 -1.37603 1.50057
C 0.98138 0.23650 -3.69404
C -4.41400 0.39697 -1.65349
C 3.35401 -1.86684 2.51356
C -4.47794 -3.95059 1.98673
C 0.44981 -4.78371 -4.09718
C -2.80935 -2.30187 1.48809
C -0.21720 3.33604 -1.15747
C -6.28823 2.38200 -1.13216
C 4.13971 -2.24639 -1.56666
C -0.42655 1.14077 4.06815
C -5.47967 -2.99512 1.86280
C -3.80961 -1.34402 1.38117
C 4.04326 0.50654 1.21628
C 1.12109 4.88517 -2.62854
C 1.25291 2.32725 5.30964
C -0.25286 0.99221 1.64420
C -4.15569 1.86659 4.75985
H 1.29774 -5.33399 -7.34506
H 2.38766 -3.13100 -7.01944
H 2.84931 3.21336 4.17813
H -0.74291 -5.29519 -0.95038
H 5.92645 -3.16719 -0.82041
H -2.37278 -4.36669 1.89334
H -1.33231 0.55079 4.02503
H 0.58956 5.25041 1.40163
H -0.43039 1.33282 6.19625
H -2.85351 4.71759 3.47355
H 0.51109 -0.26202 -4.54059
H 3.95679 0.89311 -2.84795
H -2.63313 3.25786 1.49014
H 1.96939 2.43351 2.00031
H -5.30228 0.27690 -3.59773
H -4.58899 1.47992 5.67273
H 0.60888 5.81165 -0.26285
H 0.24832 -3.06294 -0.63164
H -3.69661 -0.39274 -1.85769
H 6.36208 0.81675 -2.32972
H 2.25955 -1.98563 -4.88732
H -3.82240 3.82486 5.56276
H 7.34273 -1.19846 -1.29331
H 1.44987 4.70186 -3.64778
H -0.64587 -6.38463 -3.15729
H 5.78705 0.50360 2.49140
H -4.37490 0.01141 3.70183
H 1.77810 0.88322 -4.06145
H 0.09305 -6.39807 -5.48055
H 1.97610 4.75524 -1.97300
H -7.02213 3.15029 -0.92906
H -0.06741 3.14925 0.77736
H 1.66627 -1.92498 1.20295
H -0.39467 3.49681 -3.10847
H 1.64784 2.65973 6.26056
H -4.73727 -4.97337 2.22592
H 1.96901 4.84748 0.36588
H -5.41338 2.50166 0.82351
H 3.11803 -2.77952 3.04067
H 0.24103 0.84973 -3.18475
H 0.74467 5.90431 -2.56353
H 3.52321 -3.11735 -1.36881
H -6.96585 2.04488 -3.13583
H -6.51593 -3.27203 1.99886
H -5.92001 -0.93616 1.44205
H 4.29699 1.41711 0.69059

---

Molar mass readings, ordered: 1039.5; 274.7; 586.4; 454.4; 416.4; 1086.6 g/mol